Entry 1:
C6H8N2 | the ωB97M-V functional and the def2-TZVPD basis

Geometry (Å):
C: 1.149 -1.666 -0.043
C: 0.418 -0.979 1.189
C: -0.487 0.000 0.508
C: -1.501 0.933 0.767
C: -0.456 1.472 -1.155
C: 0.189 0.361 -0.655
H: 2.171 -1.997 0.320
H: 0.609 -2.514 -0.370
H: -0.043 -1.736 1.874
H: 1.306 -0.313 1.690
H: -2.403 1.010 1.437
H: -2.037 2.696 -0.426
H: -0.146 2.052 -1.995
H: 1.446 -0.600 -1.910
N: -1.547 1.710 -0.354
N: 1.333 -0.429 -0.879

Computed properties:
Electronic energy, eV: -9330.156
Charge: 0
E_HOMO, eV: -7.555
Multiplicity: 1
ΔE to the lowest compared entry with this formula, charge and spin, kJ/mol: 149.69
SMILES string: c1[nH]cc2c1CCN2

***

Entry 2:
C6H8N2O | the ωB97M-V functional and the def2-TZVPD basis

Geometry (Å):
C: -1.287 1.749 1.184
C: -0.180 1.007 1.404
C: -0.574 1.040 -0.703
C: -0.251 -2.119 -0.441
C: 1.004 -1.696 -0.393
C: 1.471 -0.310 -0.006
N: -1.632 1.812 -0.068
N: 0.371 0.655 0.209
O: -0.615 0.671 -1.995
H: -1.958 2.143 1.956
H: 0.186 1.006 2.368
H: -0.567 -3.138 -0.569
H: -1.130 -1.537 -0.235
H: 1.840 -2.369 -0.628
H: 2.337 0.070 -0.626
H: 2.092 -0.316 1.028
H: -1.106 1.331 -2.485

Computed properties:
Electronic energy, eV: -11377.285
Charge: 0
E_HOMO, eV: -7.792
Multiplicity: 1
ΔE to the lowest compared entry with this formula, charge and spin, kJ/mol: 198.94
SMILES string: C=CCn1ccnc1O

***

Entry 3:
C6H8N2O | the ωB97M-V functional and the def2-TZVPD basis

Geometry (Å):
C: 1.788 0.790 0.502
C: 0.520 -0.162 0.624
C: 0.091 -1.215 -0.269
C: 0.236 -0.780 -1.745
C: -0.473 0.394 -1.769
C: -0.746 0.504 0.706
H: 1.624 1.713 -0.129
H: 2.059 1.140 1.555
H: 2.644 0.271 0.107
H: 0.373 -2.162 1.507
H: -0.878 -1.664 -0.098
H: 0.795 -1.186 -2.530
H: -0.782 0.774 -2.808
H: -2.054 1.268 -0.715
N: 0.953 -1.544 0.866
N: -1.100 0.836 -0.639
O: -1.406 0.953 1.653

Computed properties:
Electronic energy, eV: -11375.624
Charge: 0
E_HOMO, eV: -8.616
Multiplicity: 1
ΔE to the lowest compared entry with this formula, charge and spin, kJ/mol: 359.21
SMILES string: C[C@]12N[C@@H]1C=CNC2=O

***

Entry 4:
C6H8N2O | the ωB97M-V functional and the def2-TZVPD basis

Geometry (Å):
C: 0.066 -0.561 2.278
C: 0.932 -0.611 1.052
C: 0.408 0.166 -0.085
C: 0.207 1.574 -1.682
C: -1.038 0.922 -1.635
C: -1.937 -0.946 -0.210
H: 0.717 -0.832 3.306
H: -0.523 0.504 2.469
H: -0.602 -1.510 2.271
H: 0.600 2.210 -2.382
H: -2.075 1.183 -2.146
H: -2.765 -0.924 -0.950
H: -2.312 -0.500 0.551
H: -1.400 -1.953 -0.102
N: 1.057 1.128 -0.744
N: -0.887 0.019 -0.586
O: 1.918 -1.185 0.998

Computed properties:
Electronic energy, eV: -11376.935
Charge: 0
E_HOMO, eV: -8.737
Multiplicity: 1
ΔE to the lowest compared entry with this formula, charge and spin, kJ/mol: 232.69
SMILES string: CC(=O)c1nccn1C

***

Entry 5:
C6H8N2O | the ωB97M-V functional and the def2-TZVPD basis

Geometry (Å):
C: -1.533 1.318 1.572
C: -0.798 0.475 0.476
C: 0.550 -0.138 0.599
C: 1.067 -0.740 -0.399
C: 2.369 -1.440 -0.447
C: -0.801 -0.046 -1.804
H: -2.586 0.665 1.648
H: -1.604 2.298 1.382
H: -1.029 1.130 2.838
H: 0.981 0.196 1.746
H: 3.038 -1.109 -1.077
H: 2.222 -2.416 -0.662
H: 2.724 -1.258 0.309
H: -2.398 1.091 -0.879
N: 0.487 -0.617 -1.709
N: -1.283 0.586 -0.685
O: -1.405 0.004 -2.909

Computed properties:
Electronic energy, eV: -11373.754
Charge: 0
E_HOMO, eV: -8.418
Multiplicity: 1
ΔE to the lowest compared entry with this formula, charge and spin, kJ/mol: 539.63

***

Entry 6:
C6H8N2O | the ωB97M-V functional and the def2-TZVPD basis

Geometry (Å):
C: -0.310 -0.642 -2.021
C: -1.379 -1.029 -0.973
C: 0.068 0.309 0.603
C: 0.195 1.641 0.632
C: 1.565 1.930 0.912
C: 2.180 0.705 1.141
H: -0.829 -0.699 -2.870
H: 0.053 0.552 -1.876
H: 0.517 -1.476 -1.841
H: -2.035 -0.611 1.032
H: -0.621 2.293 0.321
H: 2.042 2.749 0.760
H: 3.134 0.268 1.357
H: 1.275 -1.389 1.237
N: -1.059 -0.546 0.370
N: 1.215 -0.303 0.984
O: -2.318 -1.653 -1.171

Computed properties:
Electronic energy, eV: -11377.285
Charge: 0
E_HOMO, eV: -8.463
Multiplicity: 1
ΔE to the lowest compared entry with this formula, charge and spin, kJ/mol: 198.93
SMILES string: CC(=O)Nc1ccc[nH]1

***

Please write out number 4 again, unchanged.
C6H8N2O | the ωB97M-V functional and the def2-TZVPD basis

Geometry (Å):
C: 0.066 -0.561 2.278
C: 0.932 -0.611 1.052
C: 0.408 0.166 -0.085
C: 0.207 1.574 -1.682
C: -1.038 0.922 -1.635
C: -1.937 -0.946 -0.210
H: 0.717 -0.832 3.306
H: -0.523 0.504 2.469
H: -0.602 -1.510 2.271
H: 0.600 2.210 -2.382
H: -2.075 1.183 -2.146
H: -2.765 -0.924 -0.950
H: -2.312 -0.500 0.551
H: -1.400 -1.953 -0.102
N: 1.057 1.128 -0.744
N: -0.887 0.019 -0.586
O: 1.918 -1.185 0.998

Computed properties:
Electronic energy, eV: -11376.935
Charge: 0
E_HOMO, eV: -8.737
Multiplicity: 1
ΔE to the lowest compared entry with this formula, charge and spin, kJ/mol: 232.69
SMILES string: CC(=O)c1nccn1C

***

Look up the charge of the sixth one. 0